This record from the OMol25 dataset describes a structure of composition C2H3N3S2 at a distorted geometry. The level of theory is ωB97M-V with the def2-TZVPD basis set.

Atoms and positions in Å:
S 0.47247 -0.49272 2.81551
S -0.69783 1.38189 -2.38640
N 0.13089 -0.85373 -1.04840
N -0.05323 0.88925 0.21714
N 0.49412 -1.23905 0.20166
C -0.05902 0.51001 -1.03684
C 0.47604 -0.28394 1.04166
H -0.06555 1.70312 0.72089
H 0.99022 -1.66230 2.63614
H -1.68813 0.04747 -3.16137

## Properties
**Total charge**: 0
**Total energy**: -28259.978 eV
**Kohn-Sham gap**: 0.2828 hartree

This record from the OMol25 dataset describes a structure of composition C29H23Br3N5OS2Ti at a distorted geometry. The level of theory is ωB97M-V with the def2-TZVPD basis set.

Atoms and positions in Å:
Br -1.60434 -7.37624 -0.21195
Br -5.25269 -3.15843 0.67704
Br -1.70980 -1.22628 -2.26098
Ti -1.36359 -0.35812 0.12544
S -0.59973 0.68115 2.12224
S -0.50324 -2.02474 3.51109
O -2.62911 -1.50734 0.72611
N 2.73921 -1.64488 5.35729
N -0.26734 1.34214 -0.82246
N -0.18061 -2.28836 0.33699
N 2.46634 2.21529 3.35230
N -2.84395 0.92048 -0.16453
C 1.50659 2.84482 -0.02066
C 1.07888 0.52458 -3.83413
C 1.98321 1.18196 3.54078
C -2.46389 -2.81626 0.48997
C 1.62629 -0.04821 -2.52548
C 2.04657 1.03383 -1.56583
C -1.13926 -3.26865 0.28858
C 1.47507 -3.97156 0.18892
C -0.83632 -4.61739 0.12256
C 0.54211 -4.94808 0.05081
C 1.37660 -0.09265 3.79840
C -1.13222 2.22512 -1.19508
C -2.51071 2.01867 -0.93792
C 0.56766 3.71798 0.78298
C -3.47334 -3.73082 0.44428
C 3.80505 2.41722 -0.65890
C 0.47777 5.14004 0.22033
C -4.18085 0.95745 0.03109
C 3.38700 1.37466 -1.47298
C -4.71719 2.07166 -0.59485
C -3.64610 2.75227 -1.21173
C -3.20608 -5.09867 0.22017
C 0.16376 -0.51588 3.22495
C -1.92252 -5.52587 0.06859
C 2.10449 -0.96127 4.67746
C 1.08344 -2.61807 0.35370
C 2.86772 3.14435 0.04719
C 1.11281 1.75523 -0.80907
C 2.09475 -1.56673 0.67710
H 1.83106 1.15027 -4.32344
H 3.18566 3.95034 0.69959
H 0.94398 3.74915 1.80390
H 4.11097 0.81153 -2.05344
H 0.83745 -5.98236 -0.07195
H 1.69283 -0.56501 0.56499
H 2.37070 -1.68582 1.73009
H 0.18828 1.12740 -3.65009
H 4.85754 2.65759 -0.57360
H -3.68950 3.66542 -1.78897
H -4.67333 0.18023 0.59258
H -5.75841 2.35766 -0.59709
H 0.78955 -0.27825 -4.51526
H -0.80339 3.14531 -1.67095
H 2.53150 -4.20862 0.20142
H 2.49368 -0.67707 -2.74082
H -0.19292 5.74877 0.83061
H 0.86587 -0.68948 -2.08511
H -4.02667 -5.80068 0.18078
H 2.99536 -1.66985 0.06904
H 0.09813 5.14565 -0.80618
H 1.45597 5.62564 0.20952
H -0.42676 3.28785 0.84456

## Properties
**Total charge**: -1
**Total energy**: -294864.552 eV
**Kohn-Sham gap**: 0.2117 hartree

This record from the OMol25 dataset describes the molecule C2H7NO2S at a distorted geometry. The level of theory is ωB97M-V with the def2-TZVPD basis set.

Atoms and positions in Å:
S -1.15413 0.34356 -0.16119
O -1.80361 1.54352 0.27132
O -1.89100 -0.88760 -0.41241
N -0.36929 0.76835 -1.55253
C 1.27096 -0.86231 0.48000
C 0.11535 -0.03031 1.09475
H -0.50799 0.10540 -2.16575
H 2.07889 -0.96274 1.32518
H -0.47429 -0.59967 1.81188
H 1.94568 -0.15823 -0.09211
H 0.98615 -1.85611 0.04231
H 0.65401 1.05873 1.48491
H -0.85074 1.53741 -2.12635

## Properties
**Total charge**: 0
**Total energy**: -18606.117 eV
**Kohn-Sham gap**: 0.4203 hartree

So what do the calculations give for relative energy (zero: lowest compared OMol25 entry of this formula, charge and spin)? Going down the list: 64.4 11.6 52.5 kcal/mol.